Here is a 5-piece molecular cluster, C56H64N5O18P overall at a distorted geometry from the OMol25 dataset. Energies are from the ωB97M-V functional and the def2-TZVPD basis.

Element x y z (Å)
C: 5.312 -4.089 0.288
C: 5.941 -3.471 -1.028
C: 4.969 -2.500 -1.826
N: 5.531 -1.129 -2.049
C: 4.713 -0.231 -1.221
C: 3.381 0.095 -1.785
C: 2.534 0.936 -0.978
C: 2.971 1.452 0.335
C: 4.271 1.144 0.884
C: 5.151 0.278 0.079
C: 6.535 -0.095 0.686
C: 7.751 0.682 0.091
O: 8.838 0.461 0.561
O: 7.682 1.572 -0.958
C: 1.968 2.328 1.162
O: 2.320 3.326 1.738
C: 0.492 1.807 1.117
C: 0.057 1.313 -0.204
C: -1.270 0.773 -0.407
C: -2.157 0.732 0.761
C: -3.593 0.145 0.538
C: -4.158 0.392 -0.909
P: -6.034 0.570 -0.927
O: -6.603 0.704 0.451
O: -6.408 1.964 -1.743
C: -6.404 1.806 -3.181
C: -5.001 2.122 -3.852
O: -6.663 -0.798 -1.620
C: -7.038 -1.805 -0.634
C: -6.837 -3.222 -1.333
C: -1.732 1.213 2.087
O: -2.678 1.086 3.097
C: -2.306 0.099 4.076
C: -2.302 -1.384 3.553
C: -0.929 -2.042 4.031
O: -3.335 -2.183 4.176
C: -0.376 1.778 2.296
C: 0.104 2.270 3.695
C: -0.950 3.153 4.484
C: -0.954 2.708 6.008
O: -2.163 2.082 6.437
C: -3.168 3.026 6.813
C: 1.079 1.347 -1.388
O: 0.776 1.686 -2.503
H: 5.896 -3.677 1.158
H: 4.218 -3.879 0.413
H: 5.423 -5.209 0.339
H: 6.301 -4.323 -1.671
H: 6.862 -2.906 -0.734
H: 4.002 -2.477 -1.256
H: 4.722 -3.024 -2.794
H: 6.467 -1.044 -1.650
H: 3.057 -0.305 -2.774
H: 4.542 1.565 1.875
H: 6.495 -0.065 1.808
H: 6.710 -1.183 0.437
H: 6.979 1.341 -1.596
H: -1.561 0.387 -1.408
H: -4.268 0.567 1.321
H: -3.549 -0.968 0.711
H: -3.926 -0.501 -1.557
H: -3.734 1.283 -1.433
H: -6.798 0.817 -3.533
H: -7.122 2.574 -3.585
H: -4.469 1.131 -3.941
H: -4.412 2.741 -3.126
H: -5.086 2.608 -4.851
H: -6.398 -1.817 0.279
H: -8.112 -1.626 -0.399
H: -6.317 -3.903 -0.602
H: -6.240 -3.134 -2.283
H: -7.812 -3.720 -1.566
H: -1.322 0.300 4.559
H: -3.072 0.172 4.897
H: -2.391 -1.455 2.433
H: -0.998 -2.344 5.115
H: -0.678 -2.964 3.448
H: -0.069 -1.323 3.948
H: -3.454 -2.998 3.658
H: 0.387 1.343 4.275
H: 1.053 2.870 3.642
H: -1.964 3.191 4.023
H: -0.557 4.210 4.474
H: -0.102 2.016 6.261
H: -0.769 3.633 6.633
H: -2.768 3.977 7.254
H: -3.735 3.314 5.879
H: -3.854 2.578 7.578
C: 11.062 1.922 1.947
C: 11.948 2.979 2.116
C: 13.291 2.729 2.365
C: 13.734 1.416 2.437
C: 12.855 0.353 2.276
C: 11.514 0.611 2.031
N: 15.157 1.147 2.674
O: 15.897 2.103 2.829
O: 15.518 -0.016 2.699
H: 10.017 2.120 1.747
H: 11.592 4.001 2.052
H: 13.973 3.559 2.495
H: 13.199 -0.672 2.336
H: 10.820 -0.209 1.901
C: -10.562 -4.860 -5.690
C: -9.661 -3.822 -5.484
C: -8.327 -4.103 -5.224
C: -7.906 -5.425 -5.176
C: -8.800 -6.468 -5.372
C: -10.134 -6.180 -5.629
N: -6.490 -5.726 -4.926
O: -5.730 -4.790 -4.739
O: -6.153 -6.896 -4.924
H: -11.602 -4.638 -5.899
H: -9.998 -2.794 -5.530
H: -7.635 -3.286 -5.065
H: -8.476 -7.499 -5.330
H: -10.840 -6.987 -5.787
C: -12.877 -0.197 2.275
C: -13.336 -1.509 2.309
C: -12.514 -2.543 1.885
C: -11.233 -2.251 1.434
C: -10.769 -0.943 1.391
C: -11.597 0.086 1.813
N: -10.352 -3.343 1.009
O: -10.794 -4.477 1.042
O: -9.224 -3.051 0.650
H: -13.520 0.608 2.612
H: -14.334 -1.725 2.669
H: -12.879 -3.561 1.915
H: -9.772 -0.712 1.035
H: -11.245 1.110 1.786
C: 9.260 3.362 -2.867
C: 8.421 4.084 -3.708
C: 8.955 4.985 -4.618
C: 10.332 5.151 -4.681
C: 11.178 4.441 -3.840
C: 10.637 3.544 -2.930
N: 10.901 6.084 -5.659
O: 10.129 6.705 -6.368
O: 12.115 6.182 -5.709
H: 8.840 2.654 -2.158
H: 7.347 3.941 -3.655
H: 8.293 5.542 -5.269
H: 12.252 4.573 -3.884
H: 11.288 2.982 -2.271

Output
LUMO level	-0.0303	Ha
frontier orbital gap	8.25	eV
E_HOMO	-9.07	eV
SMILES string	CCCNc1cc2c(cc1CC(=O)O)C(=O)c1c(cc(CCP(=O)(OCC)OCC)c(OC[C@@H](C)O)c1CCCOC)C2=O.O=[N+]([O-])c1ccccc1.O=[N+]([O-])c1ccccc1.O=[N+]([O-])c1ccccc1.O=[N+]([O-])c1ccccc1
max |F|	3.05	eV Å⁻¹
energy	-112690.527	eV

These are the Mulliken partial charges, in e, on atoms 1 to 6:
1. C -0.99
2. C -0.28
3. C -0.64
4. N -0.32
5. C -0.17
6. C -0.71


Here is a 13-piece molecular cluster, C56H65N7O18 overall at a distorted geometry from the OMol25 dataset. Energies are from the ωB97M-V functional and the def2-TZVPD basis.

Element x y z (Å)
C: -5.064 1.811 1.460
O: -5.000 0.820 0.776
N: -6.173 2.455 1.630
N: -4.173 2.334 2.189
H: -6.944 2.169 1.044
H: -6.047 3.438 1.825
H: -3.239 1.971 2.064
H: -4.338 3.086 2.842
C: -0.633 -0.685 -6.512
O: 0.489 -0.989 -6.152
N: -0.893 -0.417 -7.720
N: -1.692 -0.611 -5.758
H: -1.807 -0.129 -8.038
H: -0.105 -0.381 -8.351
H: -1.516 -0.996 -4.841
H: -2.655 -0.526 -6.050
C: -0.128 0.285 0.516
C: 0.098 -0.354 -0.708
C: -0.611 -0.058 -1.869
C: -1.627 0.953 -1.908
C: -1.908 1.532 -0.639
C: -1.225 1.250 0.560
O: -1.487 1.857 1.724
O: -0.247 -0.617 -3.065
H: 0.450 0.073 1.403
H: 0.964 -0.977 -0.878
H: -2.284 1.151 -2.741
H: -2.788 2.158 -0.635
H: -0.651 1.792 2.191
H: 0.669 -0.877 -3.186
C: 4.170 0.103 1.762
C: 4.972 0.235 0.606
C: 6.160 -0.447 0.562
C: 6.511 -1.342 1.526
C: 5.751 -1.505 2.640
C: 4.531 -0.803 2.736
O: 3.779 -0.735 3.874
O: 6.881 -0.420 -0.578
H: 3.223 0.623 1.741
H: 4.677 0.878 -0.211
H: 7.320 -2.038 1.361
H: 6.026 -2.140 3.469
H: 4.252 -0.722 4.709
H: 7.557 -1.061 -0.809
C: -2.762 4.797 -1.566
C: -4.130 4.392 -1.807
C: -5.166 4.860 -1.038
C: -4.864 5.732 -0.023
C: -3.515 6.026 0.306
C: -2.501 5.670 -0.541
O: -1.166 6.126 -0.330
O: -6.477 4.407 -1.153
H: -2.005 4.446 -2.251
H: -4.227 3.801 -2.706
H: -5.719 5.984 0.585
H: -3.290 6.655 1.155
H: -1.062 6.865 0.273
H: -6.496 3.563 -1.610
C: -0.098 -5.997 1.005
C: -0.356 -6.829 2.093
C: -0.968 -6.387 3.296
C: -1.352 -5.079 3.391
C: -1.208 -4.214 2.335
C: -0.617 -4.679 1.147
O: -0.748 -3.900 0.069
O: -1.201 -7.201 4.324
H: 0.403 -6.523 0.206
H: -0.199 -7.890 1.962
H: -1.834 -4.596 4.227
H: -1.661 -3.248 2.499
H: -0.858 -2.984 0.333
H: -1.063 -6.918 5.231
C: -1.222 1.871 6.298
C: -0.433 1.733 5.133
C: 0.907 1.407 5.248
C: 1.478 1.321 6.494
C: 0.734 1.403 7.682
C: -0.667 1.584 7.607
O: -1.467 1.573 8.657
O: 1.783 1.205 4.112
H: -2.294 1.993 6.237
H: -0.779 1.799 4.112
H: 2.547 1.195 6.581
H: 1.202 1.422 8.656
H: -0.949 1.581 9.466
H: 2.289 0.397 4.224
C: -3.241 -2.428 -3.573
C: -2.553 -3.241 -2.665
C: -2.721 -4.632 -2.710
C: -3.591 -5.203 -3.634
C: -4.097 -4.442 -4.711
C: -3.944 -3.034 -4.572
O: -4.343 -2.193 -5.559
O: -2.019 -5.346 -1.775
H: -3.143 -1.355 -3.495
H: -1.911 -2.812 -1.910
H: -3.737 -6.273 -3.650
H: -4.685 -4.961 -5.454
H: -4.173 -2.499 -6.453
H: -1.183 -4.912 -1.593
C: 3.160 3.266 1.055
C: 3.831 3.578 -0.125
C: 3.014 3.887 -1.166
C: 1.606 4.022 -1.105
C: 1.000 3.722 0.102
C: 1.730 3.196 1.160
O: 1.038 2.925 2.314
O: 3.566 3.946 -2.374
H: 3.824 2.974 1.856
H: 4.909 3.653 -0.126
H: 1.064 4.184 -2.025
H: -0.068 3.654 0.244
H: 1.497 2.494 3.039
H: 3.131 4.625 -2.896
C: 4.928 0.280 -3.393
C: 3.586 -0.049 -3.446
C: 3.321 -1.414 -3.655
C: 4.373 -2.318 -3.849
C: 5.688 -1.908 -3.906
C: 5.952 -0.590 -3.651
O: 7.205 -0.101 -3.629
O: 2.001 -1.819 -3.600
H: 5.163 1.327 -3.267
H: 2.866 0.753 -3.375
H: 4.110 -3.365 -3.886
H: 6.452 -2.651 -4.077
H: 7.110 0.737 -3.171
H: 1.922 -2.773 -3.532
C: 0.173 2.056 -4.646
C: -1.014 2.860 -5.099
N: -1.896 3.466 -5.515
H: 0.227 1.844 -3.578
H: 0.904 2.861 -4.718
H: 0.626 1.310 -5.299
C: 2.426 -3.950 3.801
C: 1.556 -2.902 3.258
N: 0.946 -2.091 2.817
H: 2.168 -4.915 3.365
H: 2.408 -4.004 4.890
H: 3.484 -3.744 3.638
C: -2.983 -0.451 3.501
C: -2.876 -1.681 4.384
N: -2.920 -2.657 5.101
H: -3.236 0.391 4.146
H: -3.793 -0.533 2.777
H: -2.071 -0.269 2.932

Output
spin multiplicity	2
LUMO level (spin up / spin down)	-0.1077 / -0.2364	Ha
frontier orbital gap (spin up / spin down)	6.63 / 3.13	eV
E_HOMO (spin up / spin down)	-9.57 / -9.56	eV
expectation value of S²	0.77
max |F|	7.02	eV Å⁻¹
energy	-106400.503	eV
total charge	+1

These are the Mulliken partial charges, in e, on atoms 1 to 6:
1. C 0.68
2. O -0.66
3. N -0.45
4. N -0.12
5. H 0.29
6. H 0.17


Here is a 3-piece molecular cluster, C56H66BrINO9S overall at a distorted geometry from the OMol25 dataset. Energies are from the ωB97M-V functional and the def2-TZVPD basis.

Element x y z (Å)
C: 5.150 -6.795 0.129
C: 6.110 -5.658 0.738
O: 7.226 -5.315 -0.124
C: 8.121 -4.445 0.604
C: 8.819 -3.297 -0.228
O: 7.995 -2.281 -0.837
N: 6.685 -2.383 -0.597
C: 6.190 -1.808 0.660
C: 7.198 -1.113 1.723
C: 6.990 0.509 1.759
C: 7.330 0.986 3.282
I: 8.548 1.426 0.487
C: 4.697 -1.818 1.064
Br: 4.112 -1.023 2.803
C: 3.667 -2.444 0.088
C: 2.126 -2.427 0.478
C: 1.584 -3.845 1.022
C: 0.779 -3.703 2.403
C: -0.756 -3.258 2.226
C: -1.702 -4.387 1.587
C: -3.243 -3.979 1.929
C: -3.700 -2.621 1.184
C: -3.538 -1.291 2.068
C: -3.532 -0.029 1.026
C: -2.063 0.265 0.431
O: -2.143 0.928 -0.872
C: -2.363 -0.030 -1.936
C: 4.245 -3.019 -1.256
C: 3.144 -3.640 -2.251
S: 2.580 -2.246 -3.354
O: 1.055 -2.203 -3.321
O: 3.051 -0.965 -2.695
C: 5.783 -2.972 -1.591
C: 6.208 -3.531 -3.006
C: 7.601 -4.301 -3.112
C: 6.328 -2.229 -3.996
C: 5.906 -2.647 -5.516
H: 4.260 -6.876 0.864
H: 4.696 -6.517 -0.886
H: 5.626 -7.840 0.115
H: 5.448 -4.722 0.887
H: 6.544 -6.059 1.717
H: 8.956 -5.118 1.045
H: 7.536 -4.063 1.530
H: 9.560 -2.761 0.483
H: 9.499 -3.802 -1.017
H: 8.295 -1.272 1.464
H: 6.957 -1.575 2.756
H: 5.948 0.829 1.429
H: 7.227 0.136 4.041
H: 8.411 1.362 3.359
H: 6.587 1.821 3.564
H: 1.857 -1.538 1.166
H: 1.549 -2.215 -0.504
H: 0.848 -4.268 0.234
H: 2.477 -4.559 1.057
H: 0.786 -4.729 2.909
H: 1.360 -2.955 3.053
H: -1.148 -2.986 3.263
H: -0.860 -2.324 1.550
H: -1.494 -5.391 2.099
H: -1.575 -4.496 0.449
H: -3.966 -4.802 1.574
H: -3.342 -3.914 3.074
H: -4.797 -2.699 0.821
H: -3.069 -2.497 0.229
H: -4.413 -1.093 2.780
H: -2.579 -1.239 2.685
H: -3.945 0.921 1.532
H: -4.206 -0.303 0.135
H: -1.434 -0.685 0.291
H: -1.457 0.976 1.110
H: -2.658 -1.045 -1.504
H: -1.474 -0.121 -2.667
H: -3.252 0.332 -2.569
H: 2.201 -3.978 -1.675
H: 3.508 -4.569 -2.812
H: 2.974 -2.381 -4.683
H: 5.422 -4.203 -3.513
H: 7.743 -4.557 -4.234
H: 7.645 -5.314 -2.575
H: 8.509 -3.628 -2.865
H: 7.351 -1.730 -3.942
H: 5.480 -1.518 -3.649
H: 5.753 -1.669 -6.088
H: 6.658 -3.359 -6.002
H: 4.893 -3.212 -5.514
C: -5.212 6.569 3.934
C: -4.337 5.492 3.812
C: -4.800 4.194 4.003
C: -6.138 3.971 4.328
C: -7.008 5.052 4.474
C: -6.545 6.352 4.265
C: -8.419 4.832 4.867
O: -9.180 5.776 4.991
C: -8.887 3.450 5.115
C: -10.198 3.232 5.542
C: -10.651 1.936 5.765
C: -9.800 0.853 5.554
C: -8.492 1.067 5.134
C: -8.030 2.367 4.923
C: -6.626 2.585 4.511
O: -5.878 1.638 4.330
H: -4.852 7.581 3.776
H: -3.294 5.664 3.566
H: -4.115 3.358 3.901
H: -7.220 7.196 4.363
H: -10.868 4.071 5.706
H: -11.669 1.769 6.102
H: -10.156 -0.159 5.722
H: -7.832 0.219 4.976
C: -3.592 7.545 -7.566
C: -4.939 7.239 -7.383
C: -5.350 6.560 -6.241
C: -4.413 6.174 -5.283
C: -3.061 6.459 -5.478
C: -2.653 7.155 -6.616
C: -2.050 6.011 -4.492
O: -0.869 6.263 -4.660
C: -2.495 5.246 -3.306
C: -1.549 4.768 -2.398
C: -1.958 4.060 -1.273
C: -3.314 3.834 -1.045
C: -4.259 4.304 -1.950
C: -3.851 5.003 -3.088
C: -4.863 5.468 -4.062
O: -6.050 5.267 -3.866
H: -3.272 8.082 -8.453
H: -5.669 7.532 -8.131
H: -6.402 6.330 -6.102
H: -1.605 7.392 -6.767
H: -0.491 4.943 -2.568
H: -1.219 3.685 -0.572
H: -3.634 3.288 -0.164
H: -5.314 4.122 -1.770

Output
LUMO level	-0.1535	Ha
frontier orbital gap	6.42	eV
E_HOMO	-10.60	eV
max |F|	7.49	eV Å⁻¹
energy	-168021.260	eV
total charge	+1

These are the Mulliken partial charges, in e, on atoms 1 to 6:
1. C -1.09
2. C 0.17
3. O -0.31
4. C -0.34
5. C -0.80
6. O -0.26


- Which of these has the lowest energy?
  C56H66BrINO9S